{
  "formula": "C26H33ClMnN2O2",
  "method": "ωB97M-V/def2-TZVPD",
  "symbols": ["Mn", "Cl", "N", "N", "C", "C", "C", "C", "C", "C", "H", "H", "H", "H", "H", "H", "C", "C", "C", "C", "H", "H", "H", "H", "H", "H", "O", "H", "H", "O", "H", "H", "C", "C", "C", "H", "H", "C", "C", "H", "C", "C", "C", "C", "H", "C", "H", "H", "H", "H", "H", "H", "H", "H", "C", "C", "C", "C", "C", "C", "H", "H", "H", "H", "H"],
  "positions_angstrom": [[0.2857, -0.0010, 0.2640], [1.9272, -0.0400, -1.2944], [0.2205, 2.0697, 0.1463], [0.1500, -2.0688, 0.1676], [-0.3172, 2.7781, -0.8273], [-0.3801, -2.7761, -0.8123], [1.1836, 2.9394, 0.8747], [1.4202, 4.0420, -0.1407], [2.4708, 2.2300, 1.2509], [0.5048, 3.4619, 2.1355], [2.9168, 1.7698, 0.3641], [2.2843, 1.4525, 2.0061], [3.1592, 2.9677, 1.6863], [-0.3721, 4.0694, 1.8700], [1.2082, 4.0819, 2.7068], [0.1858, 2.6194, 2.7648], [1.0748, -2.9535, 0.9301], [1.2978, -4.0830, -0.0588], [0.3568, -3.4282, 2.1880], [2.3800, -2.2812, 1.3120], [2.8477, -1.8422, 0.4255], [3.0410, -3.0379, 1.7575], [2.2135, -1.4942, 2.0609], [-0.5361, -4.0098, 1.9171], [0.0568, -2.5642, 2.7972], [1.0275, -4.0624, 2.7824], [0.2285, -3.9340, -1.0463], [1.2181, -5.0835, 0.3746], [2.2511, -3.9837, -0.5900], [0.3167, 3.9141, -1.0952], [2.3536, 3.8971, -0.6961], [1.3887, 5.0527, 0.2749], [-1.5610, 2.4959, -1.5994], [-1.5941, -2.4792, -1.6272], [-1.5749, -1.2089, -2.4484], [-2.4301, -2.4141, -0.9011], [-1.7677, -3.3422, -2.2733], [-1.5925, 0.0090, -1.7610], [-1.5635, 1.2350, -2.4343], [-1.8058, 0.0024, -0.6819], [-1.6567, 1.2469, -3.8346], [-1.6636, 0.0263, -4.5161], [-1.7610, 2.5385, -4.6058], [-1.6665, -1.2027, -3.8496], [-1.6441, 0.0332, -5.6043], [-1.7804, -2.4837, -4.6369], [-1.8360, -2.2606, -5.7059], [-2.6823, -3.0459, -4.3637], [-0.9117, -3.1340, -4.4819], [-2.6619, 3.1013, -4.3294], [-1.8133, 2.3286, -5.6777], [-0.8903, 3.1830, -4.4383], [-1.7571, 3.3669, -2.2285], [-2.3695, 2.4201, -0.8449], [-1.3497, 0.1426, 4.8116], [0.0221, 0.0813, 4.5748], [0.5047, 0.0373, 3.2466], [-0.3831, 0.0448, 2.1755], [-1.7579, 0.1028, 2.4126], [-2.2439, 0.1541, 3.7387], [-1.7192, 0.1820, 5.8332], [0.7357, 0.0680, 5.4067], [1.5883, 0.0006, 3.0964], [-2.4680, 0.1094, 1.5779], [-3.3176, 0.2030, 3.9248]],
  "nbo_charge": [0.782, -0.720, -0.543, -0.548, 0.585, 0.581, 0.055, -0.076, -0.619, -0.610, 0.250, 0.222, 0.190, 0.198, 0.192, 0.249, 0.056, -0.076, -0.609, -0.619, 0.249, 0.190, 0.221, 0.198, 0.249, 0.192, -0.503, 0.181, 0.190, -0.502, 0.191, 0.182, -0.487, -0.486, -0.043, 0.241, 0.231, -0.171, -0.042, 0.199, -0.007, -0.270, -0.632, -0.005, 0.188, -0.632, 0.207, 0.205, 0.217, 0.205, 0.207, 0.217, 0.231, 0.242, -0.287, -0.223, -0.275, -0.439, -0.263, -0.221, 0.191, 0.184, 0.172, 0.177, 0.186],
  "e_tot_ev": -78415.49688,
  "homo_lumo_gap_ev": [2.89, 4.45],
  "total_charge": -1,
  "e_lumo_ev": [2.941, 2.909],
  "s2": 6.0510,
  "spin_multiplicity": 5,
  "relative_energy_kcal_mol": 0.00
}

---

{
  "formula": "C26H33ClN2O2STb",
  "method": "ωB97M-V/def2-TZVPD",
  "symbols": ["Tb", "Cl", "N", "N", "C", "C", "C", "C", "C", "C", "H", "H", "H", "H", "H", "H", "C", "C", "C", "C", "H", "H", "H", "H", "H", "H", "O", "H", "H", "O", "H", "H", "C", "C", "C", "H", "H", "C", "C", "H", "C", "C", "C", "C", "H", "C", "H", "H", "H", "H", "H", "H", "H", "H", "S", "C", "C", "C", "C", "C", "C", "H", "H", "H", "H", "H"],
  "positions_angstrom": [[0.0950, -0.6543, 0.0148], [1.4089, -2.6890, -0.7160], [0.6064, -0.8758, 2.1855], [-0.4839, -0.0521, -2.0595], [1.7649, -0.5972, 2.7352], [0.3186, 0.4720, -2.9551], [-0.0440, -1.9552, 2.9645], [1.1246, -2.5369, 3.7531], [-0.7071, -3.0473, 2.1572], [-1.0741, -1.3154, 3.8613], [-0.0226, -3.4825, 1.4314], [-1.5730, -2.6926, 1.5981], [-1.1082, -3.8615, 2.7764], [-0.6030, -0.5247, 4.4552], [-1.6226, -2.0075, 4.5266], [-1.8083, -0.8209, 3.2190], [-1.5331, -0.8328, -2.7530], [-0.9338, -1.0235, -4.1425], [-2.7855, 0.0111, -2.7766], [-1.8591, -2.1761, -2.1416], [-0.9688, -2.7911, -2.0097], [-2.5793, -2.7602, -2.7310], [-2.3280, -2.0832, -1.1593], [-2.5572, 0.9870, -3.2203], [-3.0690, 0.2041, -1.7393], [-3.6562, -0.4408, -3.2892], [0.1292, 0.0216, -4.1703], [-1.5868, -0.9102, -5.0282], [-0.4139, -1.9871, -4.2652], [2.1427, -1.4495, 3.6551], [1.5811, -3.4133, 3.2679], [0.9849, -2.8141, 4.8150], [2.5943, 0.5415, 2.2875], [1.3868, 1.4282, -2.5970], [2.3423, 1.1236, -1.4609], [0.8566, 2.3165, -2.2488], [1.8641, 1.7050, -3.5300], [1.8339, 0.9731, -0.1142], [2.9092, 0.7154, 0.8171], [0.6772, 1.3330, 0.2496], [4.2963, 0.8234, 0.4849], [4.7383, 1.0678, -0.8184], [5.4088, 0.7898, 1.5411], [3.7347, 1.2278, -1.7778], [5.8266, 1.2478, -1.0552], [4.2428, 1.6325, -3.1684], [5.3508, 1.6856, -3.2553], [3.8907, 2.6395, -3.4508], [3.9099, 0.9634, -3.9790], [5.3088, 1.6198, 2.2616], [6.4362, 0.8962, 1.1275], [5.4223, -0.1306, 2.1480], [3.4543, 0.5702, 2.9465], [2.0001, 1.4254, 2.5261], [-2.6043, -0.4941, 0.9336], [-3.6762, 0.7887, 0.7688], [-4.9256, 0.6156, 0.1051], [-5.8836, 1.6298, 0.0614], [-5.5937, 2.8533, 0.6954], [-4.3632, 3.0799, 1.3464], [-3.4150, 2.0532, 1.3610], [-5.0979, -0.3490, -0.3673], [-6.8468, 1.4613, -0.4554], [-6.3350, 3.6486, 0.6882], [-4.1428, 4.0452, 1.8426], [-2.4396, 2.1713, 1.8268]],
  "lowdin_charge": [0.839, -0.151, -0.033, -0.031, -0.341, -0.340, -0.572, -0.030, -0.091, -0.061, 0.025, 0.012, 0.097, 0.091, 0.095, 0.002, -0.564, -0.030, -0.029, -0.092, 0.026, 0.096, 0.018, 0.096, 0.041, 0.099, 0.038, 0.135, 0.133, 0.037, 0.132, 0.135, -0.077, -0.075, -0.205, 0.130, 0.102, -0.254, -0.206, 0.081, -0.231, -0.080, -0.078, -0.231, 0.105, -0.079, 0.070, 0.074, 0.073, 0.074, 0.070, 0.073, 0.103, 0.128, 0.612, -0.748, -0.155, -0.117, -0.142, -0.113, -0.130, 0.088, 0.096, 0.076, 0.097, 0.086],
  "e_tot_ev": -80364.69752,
  "homo_lumo_gap_ev": [4.46, 3.87],
  "total_charge": -1,
  "e_lumo_ev": [2.649, 2.720],
  "s2": 12.7485,
  "spin_multiplicity": 7
}

---

{
  "formula": "C26H33N2O17",
  "method": "ωB97M-V/def2-TZVPD",
  "symbols": ["N", "H", "H", "H", "H", "C", "C", "O", "O", "H", "H", "H", "C", "C", "O", "O", "H", "H", "H", "C", "C", "C", "O", "C", "N", "H", "H", "H", "H", "H", "H", "H", "H", "H", "H", "H", "C", "C", "C", "O", "C", "C", "C", "O", "O", "O", "H", "H", "H", "H", "C", "C", "C", "O", "C", "C", "C", "O", "O", "O", "H", "H", "H", "H", "C", "C", "C", "O", "C", "C", "C", "O", "O", "O", "H", "H", "H", "H"],
  "positions_angstrom": [[2.2223, 0.5604, 0.7745], [3.0722, 0.7316, 1.2926], [2.4741, 0.6378, -0.2005], [1.4626, 1.2033, 0.9467], [1.7861, -0.3406, 0.9093], [-3.8509, -3.4650, 1.1655], [-2.3992, -3.3351, 0.6847], [-2.1927, -2.9961, -0.4833], [-1.5181, -3.6011, 1.5739], [-4.2661, -4.3802, 0.7435], [-4.3467, -2.5146, 0.9679], [-3.9287, -3.6361, 2.2392], [5.0052, -0.1114, 5.8880], [5.5258, 1.2522, 5.4341], [5.8856, 1.3460, 4.2176], [5.5813, 2.2160, 6.2597], [3.9207, -0.0745, 5.7848], [5.2906, -0.5633, 6.8380], [5.2507, -0.8960, 5.1723], [2.4935, 3.5403, -5.0969], [1.3151, 2.5654, -5.3217], [0.9808, 2.3695, -6.7857], [0.4994, 3.6025, -7.3116], [0.2150, 3.6177, -8.7056], [1.7643, 1.3943, -4.6805], [2.3856, 3.9866, -4.1084], [2.4414, 4.3869, -5.7815], [3.4029, 2.9971, -5.3537], [0.4358, 3.0601, -4.9091], [0.1566, 1.6582, -6.8392], [1.6968, 2.0358, -7.5367], [-0.6753, 3.0901, -9.0477], [1.0209, 3.4541, -9.4211], [-0.0009, 4.6695, -8.8933], [1.0306, 0.7145, -4.5404], [2.4242, 0.9705, -5.3169], [-4.1987, 1.1923, 6.9287], [-5.0848, 0.9715, 7.9850], [-5.1110, -0.2437, 8.8155], [-5.7734, -0.4975, 9.8156], [-4.1990, -1.2764, 8.3974], [-3.3098, -1.0794, 7.3589], [-3.1327, 0.2226, 6.5902], [-2.2024, 0.5485, 5.9137], [-2.3525, -2.0029, 7.0600], [-6.0579, 1.8580, 8.2504], [-4.3755, 2.1131, 6.3927], [-4.2668, -2.2381, 8.8841], [-1.9728, -1.8864, 6.1860], [-6.7512, 1.3717, 8.7026], [-3.8657, 3.5470, -1.1298], [-5.0929, 3.7827, -1.6622], [-5.9471, 5.0504, -1.6132], [-7.1081, 5.2885, -2.0308], [-5.1210, 6.1314, -1.0744], [-3.9224, 5.9505, -0.5343], [-3.1561, 4.6257, -0.4409], [-2.0522, 4.3976, 0.0815], [-3.2815, 6.9770, 0.0374], [-5.6691, 2.7653, -2.3301], [-3.2744, 2.6826, -1.3938], [-5.4838, 7.1287, -1.2746], [-2.3689, 6.7662, 0.2481], [-6.5384, 3.0159, -2.6515], [4.6722, -8.0634, -2.6325], [5.8062, -7.7928, -3.2820], [6.7054, -6.6375, -2.9407], [7.8122, -6.4723, -3.3432], [6.0847, -5.8215, -1.9569], [4.9539, -6.1307, -1.2691], [4.2126, -7.3942, -1.4629], [3.3104, -7.8344, -0.7797], [4.3082, -5.1844, -0.5234], [6.1706, -8.4340, -4.4148], [4.0104, -8.8875, -2.8547], [6.5050, -4.8270, -1.9304], [3.4282, -5.3915, -0.2004], [7.1284, -8.4381, -4.4796]],
  "lowdin_charge": [0.357, 0.162, 0.152, 0.157, 0.162, -0.064, -0.824, -0.105, -0.159, 0.058, 0.054, 0.045, -0.071, -0.788, -0.160, -0.124, 0.052, 0.055, 0.043, -0.058, -0.467, -0.207, -0.195, -0.118, 0.027, 0.076, 0.068, 0.077, 0.146, 0.122, 0.125, 0.084, 0.083, 0.083, 0.078, 0.078, 0.095, -0.222, -0.355, 0.101, 0.065, -0.170, -0.332, 0.146, 0.093, 0.092, 0.125, 0.132, 0.119, 0.110, 0.064, -0.199, -0.268, 0.083, 0.045, -0.223, -0.287, 0.083, 0.105, 0.100, 0.137, 0.136, 0.114, 0.110, 0.059, -0.208, -0.373, 0.147, 0.062, -0.181, -0.352, 0.143, 0.098, 0.094, 0.141, 0.137, 0.122, 0.111],
  "e_tot_ev": -65278.10524,
  "homo_lumo_gap_ev": 3.63,
  "total_charge": -1,
  "e_lumo_ev": -0.805,
  "spin_multiplicity": 1
}